Record 1
# C29H70BNO12P2S6

A cluster of 6 separate species, C29H70BNO12P2S6 in total at a distorted geometry (ωB97M-V with the def2-TZVPD basis set, the OMol25 dataset).

Cartesian coordinates (Å):
C (0.9540, 0.3757, 3.3658)
C (1.4453, -0.3299, 2.5030)
C (1.7483, -1.2964, 1.3351)
C (2.0589, -0.4660, -0.0227)
C (0.8449, -0.7506, -0.9851)
C (0.8636, -0.0270, -2.3844)
O (-0.3248, -0.1156, -3.1830)
C (-1.0964, -1.3075, -3.0494)
C (-2.3955, -1.0670, -3.9733)
C (-3.7408, -1.5550, -3.2732)
C (-4.9600, -0.5699, -3.4784)
C (-4.7749, 0.8333, -2.7230)
S (-6.1433, 1.1623, -1.5194)
O (-5.8770, 2.4446, -0.8572)
O (-7.4470, 1.2167, -2.2007)
O (-6.2151, -0.0032, -0.3588)
C (-0.4056, -2.6560, -3.4910)
N (-0.0667, -2.7020, -4.9614)
B (-1.2514, -3.9958, -3.0707)
O (-0.8231, -4.7238, -1.9372)
O (-2.3483, -4.4315, -3.8353)
C (-2.9303, -5.6518, -3.3302)
C (-3.8555, -5.4303, -2.0507)
P (2.3013, -0.5696, -3.5327)
C (2.3700, 0.6248, -5.0202)
O (3.8070, -0.4254, -2.7591)
P (1.0199, 1.8605, -2.0150)
C (-0.2152, 2.3994, -0.7026)
C (-1.0132, 3.6625, -1.3170)
C (2.7767, 2.3871, -1.6542)
C (3.5759, 2.9756, -2.9121)
H (0.8042, 0.9846, 4.2823)
H (0.8666, -1.9880, 1.1373)
H (2.6223, -1.9769, 1.5885)
H (2.1305, 0.6097, 0.3251)
H (3.0508, -0.8710, -0.3810)
H (0.7218, -1.8819, -1.0261)
H (-0.0862, -0.3831, -0.4376)
H (-1.5531, -1.4752, -2.0175)
H (-2.4985, 0.0665, -4.0572)
H (-2.2645, -1.4407, -5.0232)
H (-3.6351, -1.7351, -2.1649)
H (-4.0595, -2.5516, -3.7186)
H (-5.2653, -0.4302, -4.5584)
H (-5.8593, -1.0630, -2.9817)
H (-4.8612, 1.6572, -3.4873)
H (-3.7905, 0.8458, -2.1801)
H (-7.0290, 0.1128, 0.1749)
H (0.6043, -2.7936, -2.9710)
H (0.8266, -3.1856, -5.0673)
H (0.0291, -1.7339, -5.2939)
H (-0.0813, -4.2559, -1.5020)
H (-3.6234, -6.0320, -4.1465)
H (-2.1875, -6.4792, -3.1461)
H (-3.2294, -5.5911, -1.1226)
H (-4.6742, -6.2177, -2.0032)
H (-4.3772, -4.4322, -2.0555)
H (1.6259, 1.4651, -4.9429)
H (2.1782, 0.0316, -5.9709)
H (3.4332, 1.0144, -5.1247)
H (4.5265, -0.2152, -3.3952)
H (-1.0231, 1.6224, -0.5126)
H (0.2443, 2.7847, 0.2562)
H (-0.5132, 4.6450, -1.0824)
H (-2.0872, 3.6806, -0.9716)
H (-1.0540, 3.5925, -2.4518)
H (2.7177, 3.2487, -0.9091)
H (3.4484, 1.6213, -1.1787)
H (4.1932, 2.1401, -3.3728)
H (4.3145, 3.7265, -2.5174)
H (2.8873, 3.3791, -3.7051)
C (1.8619, -2.3181, 6.1648)
S (0.7975, -0.9956, 6.7648)
O (1.2163, 0.2625, 6.0748)
C (1.4807, -0.9490, 8.4333)
H (1.6332, -2.4929, 5.1134)
H (2.9085, -2.0264, 6.2657)
H (1.6665, -3.2267, 6.7342)
H (2.5519, -0.7452, 8.3908)
H (1.2983, -1.9047, 8.9266)
H (0.9819, -0.1540, 8.9878)
C (-3.3499, 2.9460, 1.9702)
S (-2.1621, 3.3218, 3.2741)
O (-0.8202, 2.8902, 2.7933)
C (-2.7487, 2.0665, 4.4294)
H (-3.1433, 3.5940, 1.1185)
H (-3.2494, 1.9030, 1.6655)
H (-4.3612, 3.1366, 2.3322)
H (-2.6856, 1.0793, 3.9684)
H (-3.7798, 2.2854, 4.7119)
H (-2.1166, 2.0932, 5.3173)
C (1.9970, 4.3696, 5.0399)
S (2.7173, 4.6446, 3.4106)
O (4.1389, 4.2014, 3.4690)
C (2.7102, 6.4469, 3.5053)
H (1.9411, 3.2947, 5.2147)
H (2.6236, 4.8302, 5.8056)
H (0.9922, 4.7938, 5.0694)
H (3.2920, 6.7764, 4.3679)
H (1.6820, 6.8029, 3.5866)
H (3.1585, 6.8412, 2.5935)
C (6.3805, 0.1706, -7.8987)
S (7.2862, 0.4612, -6.3673)
O (6.2899, 0.4909, -5.2590)
C (7.7330, 2.1686, -6.7353)
H (5.9719, -0.8395, -7.8707)
H (5.5651, 0.8897, -7.9906)
H (7.0608, 0.2623, -8.7466)
H (6.8319, 2.7612, -6.9006)
H (8.3690, 2.1951, -7.6213)
H (8.2813, 2.5719, -5.8843)
C (-3.3431, -3.3110, 6.5011)
S (-2.1572, -2.9362, 7.8055)
O (-0.8124, -3.3671, 7.3235)
C (-2.7438, -4.1926, 8.9583)
H (-3.1362, -2.6612, 5.6507)
H (-3.2418, -4.3533, 6.1949)
H (-4.3545, -3.1217, 6.8638)
H (-2.6803, -5.1791, 8.4967)
H (-3.7749, -3.9745, 9.2403)
H (-2.1128, -4.1664, 9.8465)

Calculated values
E: -141526.11247 eV
M: 890.0 g mol⁻¹
ΔE to the lowest compared entry with this formula, charge and spin: 283.0 kJ/mol
highest occupied orbital energy: -7.0 eV

---

Record 2
# C29H72B2F14N10O13S2

A cluster of 12 separate species, C29H72B2F14N10O13S2 in total at a distorted geometry (ωB97M-V with the def2-TZVPD basis set, the OMol25 dataset).

Cartesian coordinates (Å):
C (10.7586, 1.1417, -4.8653)
F (9.5260, 1.3710, -4.4290)
F (11.5129, 2.2364, -4.8035)
F (11.2549, 0.1607, -4.1320)
S (10.7157, 0.5451, -6.7231)
O (10.9380, -0.9027, -6.6708)
O (9.4137, 0.8909, -7.2417)
N (11.9382, 1.3934, -7.5763)
S (13.2551, 0.6124, -7.2856)
O (13.4964, 0.3175, -5.8967)
O (13.5014, -0.4517, -8.2024)
C (14.4725, 2.0184, -7.6903)
F (14.1285, 2.6052, -8.8455)
F (14.4152, 3.0286, -6.7994)
F (15.6978, 1.5467, -7.6998)
C (16.8501, 4.3749, -8.8454)
C (18.2645, 4.5295, -9.2452)
O (18.7660, 4.2059, -10.2642)
N (19.1427, 5.3708, -8.3332)
H (18.6558, 5.4907, -7.4446)
H (20.0161, 4.8719, -8.1316)
C (19.3587, 6.7037, -9.0649)
H (16.3779, 5.3611, -8.9395)
H (16.7110, 3.9895, -7.8362)
H (16.2537, 3.8098, -9.5580)
H (18.3794, 6.9969, -9.4387)
H (20.0387, 6.4599, -9.8736)
H (19.6665, 7.4369, -8.3257)
C (9.5634, 3.4931, -2.1075)
C (9.3131, 2.2767, -1.2749)
O (10.1421, 1.8778, -0.5337)
N (8.0551, 1.4485, -1.6047)
H (7.4082, 1.7723, -0.8732)
H (7.6712, 1.8125, -2.4782)
C (8.1992, -0.0614, -1.6164)
H (8.8882, 4.2354, -1.6665)
H (9.2756, 3.3428, -3.1481)
H (10.6094, 3.7713, -2.0627)
H (8.8273, -0.4711, -2.4044)
H (7.2207, -0.5068, -1.7798)
H (8.6412, -0.3656, -0.6724)
C (9.3204, -0.5006, -10.7808)
C (10.8251, -0.5448, -10.7106)
O (11.5313, -1.4734, -10.8103)
N (11.4368, 0.8495, -10.4379)
H (10.8071, 1.6413, -10.5497)
H (11.7634, 0.9427, -9.4507)
C (12.6359, 1.0416, -11.3473)
H (9.0306, -0.5647, -11.8333)
H (8.8525, 0.1767, -10.0735)
H (9.0226, -1.5109, -10.4785)
H (12.2509, 0.9606, -12.3619)
H (13.4192, 0.3134, -11.1467)
H (13.1092, 2.0190, -11.2666)
C (7.7774, 4.0153, -7.8226)
C (9.0550, 3.9488, -7.0638)
O (9.1293, 3.6803, -5.9199)
N (10.3650, 3.9616, -7.8778)
H (10.8125, 3.0166, -7.8719)
H (10.1913, 4.1082, -8.8736)
C (11.4671, 4.8620, -7.3162)
H (6.9968, 4.3997, -7.1585)
H (7.3690, 3.0507, -8.1296)
H (7.6798, 4.7475, -8.6277)
H (11.6971, 4.3925, -6.3633)
H (11.0350, 5.8267, -7.0580)
H (12.2847, 4.9375, -8.0228)
C (15.7444, 4.3130, -3.6903)
C (16.5652, 4.5251, -2.4564)
O (16.2251, 5.1267, -1.5056)
N (18.0143, 4.0687, -2.6166)
H (18.0657, 3.0604, -2.4829)
H (18.2522, 4.2226, -3.6022)
C (18.9301, 4.7838, -1.6382)
H (14.7761, 4.7704, -3.5032)
H (15.6270, 3.2680, -3.9791)
H (16.2356, 4.8480, -4.5055)
H (19.8427, 4.1909, -1.6870)
H (18.5264, 4.7344, -0.6329)
H (19.1295, 5.7889, -1.9945)
C (14.7334, -5.5819, -9.9852)
C (14.5046, -4.5612, -8.9422)
O (15.1050, -4.3721, -7.9504)
N (13.3046, -3.6612, -9.3198)
H (13.6181, -2.7098, -9.5677)
H (12.7757, -3.9900, -10.1274)
C (12.3335, -3.6198, -8.1328)
H (15.6099, -6.2016, -9.8062)
H (15.0478, -5.0650, -10.8999)
H (13.8139, -6.1621, -10.0775)
H (11.6572, -2.7747, -8.2065)
H (12.8892, -3.5335, -7.2040)
H (11.8418, -4.5877, -8.1943)
C (8.7045, -5.7864, -0.0621)
C (9.0486, -4.7709, -1.1103)
O (8.6152, -3.6785, -1.2376)
N (10.2638, -5.1264, -1.9820)
H (10.8143, -5.9411, -1.7215)
H (9.8871, -5.1363, -2.9317)
C (11.2897, -3.9741, -2.1037)
H (9.0638, -6.7728, -0.3596)
H (7.6160, -5.8017, -0.0386)
H (9.2376, -5.5137, 0.8501)
H (12.2431, -4.4908, -2.1841)
H (11.2417, -3.4218, -1.1702)
H (11.1140, -3.3666, -2.9843)
C (20.3296, -0.1972, -2.4610)
C (19.6810, -0.5672, -3.7441)
O (20.1805, -1.1628, -4.6278)
N (18.2355, -0.0868, -3.9638)
H (17.9054, 0.1907, -3.0428)
H (18.3884, 0.7748, -4.5060)
C (17.4076, -1.1170, -4.7384)
H (19.7346, -0.3788, -1.5659)
H (20.6304, 0.8541, -2.4943)
H (21.2490, -0.7813, -2.4553)
H (17.4128, -1.9792, -4.0812)
H (17.7828, -1.2829, -5.7421)
H (16.4548, -0.5963, -4.8340)
C (20.0607, -3.1374, -9.1573)
C (19.7843, -1.7926, -8.6008)
O (20.1773, -1.3367, -7.5817)
N (19.0671, -0.8307, -9.5254)
H (19.3178, -0.9672, -10.5075)
H (18.0493, -1.0231, -9.5628)
C (19.0699, 0.6424, -9.1316)
H (19.8284, -3.3143, -10.2093)
H (19.4316, -3.8765, -8.6544)
H (21.1044, -3.4342, -9.0577)
H (18.5695, 1.2482, -9.8783)
H (20.1149, 0.8579, -8.9224)
H (18.5530, 0.7742, -8.1830)
B (16.0532, -1.4286, -10.2647)
F (15.9894, -1.7050, -8.8920)
F (16.3401, -0.0875, -10.5059)
F (17.1171, -2.2225, -10.7482)
F (14.8455, -1.8748, -10.8121)
B (19.1872, 3.0281, -5.6955)
F (20.1426, 3.0673, -6.7027)
F (18.1625, 2.0759, -5.9739)
F (19.8293, 2.5788, -4.5185)
F (18.4756, 4.2036, -5.4689)

Calculated values
E: -133775.81979 eV
net charge: +6
M: 1120.7 g mol⁻¹
highest occupied orbital energy: -21.9 eV

---

Record 3
# C29H72BrF15N6O21S5

A cluster of 12 separate species, C29H72BrF15N6O21S5 in total at a distorted geometry (ωB97M-V with the def2-TZVPD basis set, the OMol25 dataset).

Cartesian coordinates (Å):
C (4.2045, 2.8798, 3.7730)
C (2.8593, 3.0563, 4.4281)
C (1.6953, 2.9866, 3.4598)
O (0.4954, 3.0186, 4.1569)
C (-0.6385, 2.6918, 3.3603)
N (2.6962, 2.0651, 5.5725)
H (1.7701, 2.2642, 5.9733)
H (2.7110, 1.1049, 5.2355)
H (3.3541, 2.2587, 6.3263)
H (4.2151, 3.1934, 2.7261)
H (4.6083, 1.8692, 3.6358)
H (5.0090, 3.4341, 4.2566)
H (2.7715, 3.9898, 4.9874)
H (1.7928, 2.0720, 2.8553)
H (1.7816, 3.8101, 2.7408)
H (-0.5278, 1.6902, 2.9284)
H (-0.8416, 3.4916, 2.6473)
H (-1.5267, 2.5370, 3.9756)
C (-4.4898, -3.2439, -5.3684)
C (-3.1857, -2.5107, -5.1008)
C (-3.2046, -1.1418, -5.7513)
O (-2.0279, -0.4415, -5.4879)
C (-1.9114, 0.7798, -6.1707)
N (-3.0687, -2.3304, -3.6164)
H (-3.7160, -1.5808, -3.3452)
H (-3.3363, -3.1667, -3.0815)
H (-2.1019, -2.1003, -3.3519)
H (-4.5454, -4.2529, -4.9610)
H (-4.7431, -3.2869, -6.4282)
H (-5.3243, -2.7255, -4.8862)
H (-2.3478, -3.1306, -5.4162)
H (-4.1282, -0.5925, -5.5203)
H (-3.3418, -1.3260, -6.8299)
H (-1.9088, 0.6064, -7.2575)
H (-0.9088, 1.1714, -6.0055)
H (-2.6887, 1.5212, -5.9826)
C (-2.6231, -2.1188, 0.5531)
C (-1.8919, -0.8502, 0.9995)
C (-0.5033, -0.6889, 0.4388)
O (0.0257, 0.5872, 0.7848)
C (1.4068, 0.7021, 0.5527)
N (-2.7203, 0.3735, 0.7484)
H (-2.2033, 1.2223, 0.9839)
H (-2.9718, 0.3007, -0.2472)
H (-3.5813, 0.3956, 1.3250)
H (-2.3704, -2.2658, -0.5001)
H (-3.7052, -2.0715, 0.6634)
H (-2.2099, -2.9753, 1.0876)
H (-1.8707, -0.8408, 2.0990)
H (-0.6293, -0.6488, -0.6508)
H (0.1214, -1.5403, 0.7242)
H (1.9994, 0.1238, 1.2859)
H (1.7270, 1.7247, 0.7333)
H (1.6998, 0.3428, -0.4378)
C (5.8488, -2.4363, 0.4750)
C (4.6848, -2.7587, -0.4095)
C (4.7088, -4.1574, -1.0025)
O (4.5240, -5.0757, 0.0601)
C (4.8178, -6.4241, -0.2972)
N (3.4137, -2.7185, 0.4452)
H (3.3726, -2.0551, 1.2139)
H (2.5876, -2.6757, -0.1658)
H (3.2935, -3.6307, 0.9039)
H (6.8147, -2.5880, -0.0073)
H (5.8880, -3.0669, 1.3672)
H (5.8909, -1.4042, 0.8272)
H (4.4497, -2.0260, -1.1780)
H (5.6862, -4.2875, -1.4752)
H (3.9403, -4.2956, -1.7680)
H (5.5397, -6.4662, -1.1141)
H (3.8965, -6.9352, -0.5756)
H (5.2816, -6.9449, 0.5391)
C (-0.4512, -0.6126, 5.1081)
C (-1.1158, -1.9207, 5.5334)
C (-2.4872, -2.0817, 4.9853)
O (-3.0243, -3.3323, 5.3296)
C (-4.2906, -3.5936, 4.7035)
N (-0.2204, -3.0710, 5.0946)
H (-0.3107, -3.3559, 4.1165)
H (0.7753, -2.9175, 5.2531)
H (-0.4901, -3.8548, 5.6974)
H (-1.0002, 0.2638, 5.4551)
H (-0.2445, -0.5409, 4.0392)
H (0.4814, -0.4714, 5.6732)
H (-1.0874, -1.8734, 6.6231)
H (-2.4373, -1.9889, 3.8891)
H (-3.1895, -1.2967, 5.2919)
H (-5.0629, -2.9496, 5.1248)
H (-4.4680, -4.6571, 4.8209)
H (-4.2673, -3.3570, 3.6354)
C (3.1211, 5.3461, -0.1404)
C (2.8215, 5.6846, -1.5833)
C (2.1999, 4.5927, -2.4081)
O (1.0613, 4.0419, -1.8083)
C (0.5744, 2.9079, -2.5386)
N (1.8292, 6.8738, -1.6411)
H (2.0980, 7.6693, -1.0601)
H (1.7482, 7.2027, -2.6021)
H (0.8952, 6.5864, -1.3088)
H (2.2530, 4.9446, 0.3783)
H (3.4649, 6.2806, 0.3082)
H (3.9358, 4.6262, -0.0936)
H (3.6610, 6.1085, -2.1332)
H (3.0180, 3.8573, -2.5017)
H (1.9850, 4.8091, -3.4657)
H (1.3085, 2.1218, -2.7229)
H (-0.0092, 3.2888, -3.3755)
H (-0.0901, 2.4386, -1.8092)
C (1.8529, -1.4638, -3.7038)
F (1.6261, -0.2458, -3.2032)
F (1.7002, -1.4680, -5.0139)
F (3.1582, -1.7115, -3.4527)
S (0.8347, -2.7911, -2.8306)
O (-0.4984, -2.2262, -2.6684)
O (0.8995, -3.9529, -3.6889)
O (1.5236, -2.9874, -1.5542)
C (-3.8674, 2.3099, -2.3293)
F (-2.8857, 2.2971, -1.4090)
F (-4.5426, 3.4254, -2.1262)
F (-3.3529, 2.2951, -3.5665)
S (-4.9972, 0.8579, -1.9881)
O (-3.9906, -0.2376, -1.8725)
O (-5.6160, 1.1512, -0.7224)
O (-5.9338, 0.6748, -3.0912)
C (-6.0535, -6.1019, -1.3091)
F (-5.6753, -6.5847, -2.5123)
F (-7.2533, -5.5446, -1.5125)
F (-6.1821, -7.0712, -0.4232)
S (-4.8284, -4.7724, -0.8406)
O (-5.4659, -4.0177, 0.2327)
O (-3.6050, -5.4789, -0.4563)
O (-4.6739, -4.0225, -2.0865)
C (4.9837, 1.5970, -0.5062)
F (4.0704, 2.2345, 0.2406)
F (4.5699, 0.3299, -0.6671)
F (5.0711, 2.2332, -1.6784)
S (6.6676, 1.6179, 0.3313)
O (7.0260, 3.0232, 0.3878)
O (6.4084, 1.0204, 1.6400)
O (7.5576, 0.8112, -0.4597)
C (-1.9515, 5.7856, -0.3768)
F (-2.0229, 4.9903, -1.4301)
F (-0.6743, 5.8546, 0.0522)
F (-2.3226, 7.0276, -0.7307)
S (-3.1526, 5.2009, 0.9843)
O (-2.8899, 6.0264, 2.1583)
O (-4.4496, 5.4390, 0.4028)
O (-2.7839, 3.7831, 1.1125)
Br (-5.0546, 0.4352, 3.3399)

Calculated values
E: -248154.78070 eV
M: 1366.1 g mol⁻¹
ΔE to the lowest compared entry with this formula, charge and spin: 0.0 kJ/mol
highest occupied orbital energy: -6.7 eV